This record from the OMol25 dataset describes 6 unconnected molecules or ions with the total composition C46H101Br2N3O2P. The level of theory is ωB97M-V/def2-TZVPD.

Calculated values
HOMO-LUMO gap (eV): 9.0
Electronic energy (eV): -207264.8816
F_max (eV/Å): 8.8
LUMO (Ha): -0.1072
Charge: +1

Last column: Löwdin charge in e.
Cartesian coordinates (Å):
1 C -1.325 5.097 4.000  -0.0978
2 C -1.181 3.579 3.372  -0.2731
3 N -0.686 3.552 1.943  -0.0373
4 C -0.528 2.066 1.554  -0.2945
5 C -1.399 1.871 0.188  -0.1013
6 N -1.162 0.530 -0.535  -0.3265
7 P -2.235 -0.777 0.029  0.9805
8 C -1.310 -2.461 0.213  -0.2927
9 C -2.859 -0.442 1.846  -0.3906
10 C -3.710 -1.826 2.241  -0.1654
11 C 0.306 0.181 -0.629  -0.1600
12 C 0.971 0.321 0.858  -0.2924
13 C 2.319 -0.523 1.171  -0.5207
14 Br 2.448 -1.331 3.046  0.6385
15 C 3.501 -0.781 0.329  -0.6262
16 C 4.801 -1.693 0.855  -0.1516
17 Br 3.621 -0.035 -1.500  0.6914
18 N 0.966 1.761 1.414  -0.0778
19 C 1.678 2.736 0.532  -0.1979
20 C 2.499 3.891 1.425  -0.1401
21 C 4.112 3.777 1.003  -0.1188
22 C 4.989 5.096 1.425  -0.2770
23 O 5.797 5.041 2.492  -0.0146
24 O 4.973 6.371 0.632  -0.0252
25 H -1.613 4.944 5.145  0.0701
26 H -2.242 5.700 3.536  0.0785
27 H -0.320 5.708 3.967  0.0920
28 H -2.254 3.086 3.441  0.1218
29 H -0.459 2.985 4.092  0.1371
30 H -1.443 3.998 1.353  0.1169
31 H -0.911 1.469 2.491  0.1337
32 H -1.176 2.772 -0.562  0.1592
33 H -2.533 1.967 0.473  0.1357
34 H -1.467 0.732 -1.536  0.1594
35 H -2.084 -3.364 0.321  0.0825
36 H -0.770 -2.645 -0.821  0.0504
37 H -0.526 -2.461 1.081  0.0642
38 H -3.504 0.530 1.929  0.0877
39 H -1.911 -0.464 2.543  0.0741
40 H -4.454 -1.668 3.131  0.0961
41 H -2.877 -2.626 2.543  0.0871
42 H -4.197 -2.231 1.254  0.0691
43 H 0.522 -0.878 -1.135  0.1394
44 H 0.772 0.961 -1.405  0.1302
45 H 0.143 -0.194 1.558  0.1096
46 H 5.359 -2.043 -0.140  0.0670
47 H 5.593 -1.049 1.443  0.1072
48 H 4.477 -2.678 1.399  0.0747
49 H 2.472 2.304 -0.203  0.0747
50 H 0.925 3.375 -0.139  0.1238
51 H 2.122 4.985 1.130  0.1279
52 H 2.339 3.676 2.568  0.1252
53 H 4.242 3.657 -0.177  0.1221
54 H 4.565 2.787 1.495  0.1415
55 H 5.033 6.139 -0.360  0.1272
56 C 6.939 -2.560 -3.142  -0.1132
57 C 7.741 -3.326 -2.101  -0.2792
58 C 8.655 -4.394 -2.704  -0.2247
59 C 7.940 -5.520 -3.459  -0.2269
60 C 6.905 -6.302 -2.646  -0.2771
61 C 7.505 -7.034 -1.456  -0.1157
62 H 6.258 -3.218 -3.690  0.0693
63 H 6.335 -1.787 -2.658  0.0377
64 H 7.602 -2.071 -3.862  0.0802
65 H 7.061 -3.772 -1.368  0.0883
66 H 8.363 -2.610 -1.547  0.1073
67 H 9.268 -4.824 -1.903  0.1032
68 H 9.360 -3.911 -3.393  0.1121
69 H 8.697 -6.220 -3.835  0.1121
70 H 7.447 -5.107 -4.348  0.1011
71 H 6.431 -7.039 -3.304  0.1059
72 H 6.104 -5.637 -2.303  0.0948
73 H 8.280 -7.736 -1.779  0.0782
74 H 6.728 -7.606 -0.935  0.0707
75 H 7.944 -6.342 -0.733  0.0655
76 C -4.290 4.589 7.167  -0.1145
77 C -2.983 4.716 7.935  -0.2817
78 C -3.014 4.027 9.302  -0.2280
79 C -4.035 4.589 10.297  -0.2281
80 C -3.893 6.080 10.611  -0.2742
81 C -2.567 6.433 11.267  -0.1150
82 H -5.116 5.075 7.694  0.0702
83 H -4.197 5.065 6.186  0.0587
84 H -4.550 3.538 7.010  0.0747
85 H -2.721 5.774 8.044  0.1026
86 H -2.184 4.262 7.336  0.0866
87 H -2.011 4.076 9.741  0.1023
88 H -3.225 2.960 9.157  0.1088
89 H -3.955 4.021 11.232  0.1111
90 H -5.049 4.406 9.922  0.1011
91 H -4.704 6.371 11.290  0.1072
92 H -4.025 6.679 9.703  0.0987
93 H -2.433 5.877 12.200  0.0771
94 H -2.537 7.502 11.504  0.0729
95 H -1.720 6.217 10.611  0.0652
96 C -0.088 -6.212 -0.279  -0.1155
97 C 0.244 -6.706 -1.678  -0.2638
98 C -0.385 -5.858 -2.786  -0.2267
99 C -1.918 -5.832 -2.802  -0.2297
100 C -2.596 -7.199 -2.920  -0.2678
101 C -2.267 -7.924 -4.215  -0.1105
102 H -1.162 -6.261 -0.077  0.0655
103 H 0.419 -6.830 0.469  0.0752
104 H 0.243 -5.177 -0.142  0.0564
105 H -0.057 -7.754 -1.779  0.1044
106 H 1.334 -6.687 -1.804  0.1084
107 H -0.016 -6.217 -3.754  0.0914
108 H -0.024 -4.826 -2.692  0.0988
109 H -2.244 -5.202 -3.639  0.1081
110 H -2.283 -5.337 -1.895  0.0870
111 H -3.682 -7.053 -2.870  0.1078
112 H -2.334 -7.833 -2.066  0.1015
113 H -2.561 -7.326 -5.083  0.0688
114 H -2.809 -8.875 -4.262  0.0774
115 H -1.200 -8.149 -4.294  0.0686
116 C -3.457 11.738 1.083  -0.1138
117 C -4.565 10.735 0.804  -0.2737
118 C -4.792 9.748 1.951  -0.2268
119 C -3.602 8.839 2.282  -0.2293
120 C -3.090 7.982 1.122  -0.2782
121 C -4.122 6.994 0.602  -0.1205
122 H -2.488 11.246 1.209  0.0658
123 H -3.365 12.440 0.247  0.0727
124 H -3.672 12.315 1.987  0.0780
125 H -4.349 10.198 -0.127  0.0978
126 H -5.497 11.287 0.631  0.1077
127 H -5.667 9.131 1.715  0.1011
128 H -5.058 10.310 2.855  0.1123
129 H -3.891 8.180 3.109  0.1038
130 H -2.773 9.449 2.660  0.1040
131 H -2.214 7.419 1.467  0.0896
132 H -2.740 8.617 0.300  0.1024
133 H -4.454 6.321 1.398  0.0684
134 H -3.689 6.383 -0.198  0.0628
135 H -4.998 7.503 0.190  0.0697
136 C -1.374 -7.238 -11.347  -0.1150
137 C -0.067 -7.112 -10.579  -0.2743
138 C -0.098 -7.800 -9.213  -0.2268
139 C -1.119 -7.238 -8.217  -0.2295
140 C -0.977 -5.747 -7.903  -0.2720
141 C 0.349 -5.395 -7.247  -0.1125
142 H -2.201 -6.752 -10.821  0.0656
143 H -1.281 -6.762 -12.329  0.0717
144 H -1.634 -8.290 -11.504  0.0771
145 H 0.194 -6.054 -10.470  0.0980
146 H 0.732 -7.566 -11.178  0.1067
147 H 0.905 -7.752 -8.773  0.1012
148 H -0.310 -8.867 -9.358  0.1114
149 H -1.039 -7.806 -7.282  0.0983
150 H -2.133 -7.422 -8.593  0.1037
151 H -1.788 -5.456 -7.225  0.0971
152 H -1.109 -5.148 -8.811  0.1006
153 H 0.482 -5.950 -6.314  0.0612
154 H 0.379 -4.325 -7.010  0.0690
155 H 1.196 -5.610 -7.904  0.0690



This record from the OMol25 dataset describes 9 unconnected molecules or ions with the total composition C46H106N4O9S5. The level of theory is ωB97M-V/def2-TZVPD.

Calculated values
HOMO-LUMO gap (eV): 8.4
Energy above the lowest of the compared OMol25 structures with the same formula, charge and spin (kcal per mole): 109.0
Electronic energy (eV): -127973.2611
F_max (eV/Å): 2.5
LUMO (Ha): 0.0081
Charge: 0

Last column: Löwdin charge in e.
Cartesian coordinates (Å):
1 C 5.778 -6.023 -0.984  -0.2464
2 S 3.955 -5.920 -0.734  0.8004
3 O 3.371 -7.164 -1.362  -0.5494
4 C 4.138 -6.084 1.035  -0.2910
5 H 6.055 -6.058 -2.035  0.0451
6 H 6.127 -6.945 -0.513  0.0569
7 H 6.290 -5.212 -0.467  0.0499
8 H 5.057 -5.592 1.361  0.0512
9 H 4.406 -7.096 1.352  0.0704
10 H 3.273 -5.694 1.564  0.0371
11 C 1.323 1.019 -5.132  -0.2600
12 S 2.084 2.241 -6.255  0.8489
13 O 1.432 1.991 -7.600  -0.5816
14 C 1.028 3.580 -5.610  -0.2670
15 H 0.247 1.148 -5.038  0.0616
16 H 1.795 1.089 -4.151  0.0198
17 H 1.528 0.041 -5.568  0.0381
18 H 0.831 3.433 -4.547  0.0296
19 H 0.075 3.487 -6.125  0.0583
20 H 1.538 4.528 -5.764  0.0330
21 C 3.870 -4.509 -4.425  -0.2477
22 S 2.776 -3.280 -3.631  0.8045
23 O 2.763 -2.193 -4.671  -0.5623
24 C 1.173 -4.116 -3.807  -0.2462
25 H 4.022 -5.457 -3.906  0.0361
26 H 4.824 -3.978 -4.437  0.0449
27 H 3.607 -4.711 -5.462  0.0591
28 H 0.413 -3.439 -3.417  0.0490
29 H 1.143 -5.064 -3.273  0.0317
30 H 0.938 -4.280 -4.859  0.0625
31 C -5.622 -1.899 -1.030  -0.2467
32 S -3.838 -1.844 -0.639  0.8125
33 O -3.397 -0.493 -1.097  -0.5665
34 C -4.007 -1.805 1.175  -0.2522
35 H -5.963 -2.922 -0.862  0.0492
36 H -5.802 -1.685 -2.082  0.0527
37 H -6.133 -1.152 -0.426  0.0503
38 H -4.013 -0.803 1.607  0.0406
39 H -3.189 -2.308 1.689  0.0211
40 H -4.904 -2.338 1.496  0.0549
41 C 1.678 5.740 3.441  -0.2836
42 S 1.864 4.171 4.295  0.8267
43 O 2.091 4.501 5.755  -0.5711
44 C 0.100 3.626 4.040  -0.2442
45 H 1.468 6.483 4.220  0.0624
46 H 0.849 5.873 2.750  0.0588
47 H 2.616 6.108 3.026  0.0331
48 H -0.011 2.562 4.225  0.0270
49 H -0.316 3.890 3.068  0.0235
50 H -0.505 4.194 4.750  0.0559
51 C 0.737 -7.541 0.078  -0.0358
52 C -0.724 -7.584 0.588  -0.5065
53 C -1.041 -6.234 1.265  -0.1402
54 C -1.222 -5.070 0.326  -0.1758
55 C -2.233 -5.361 -0.787  -0.1434
56 C -2.175 -6.756 -1.433  -0.5049
57 N -1.650 -7.769 -0.506  -0.1098
58 O -1.697 -9.062 -1.065  -0.0053
59 C -3.627 -7.108 -1.776  -0.0430
60 C -1.324 -6.678 -2.691  -0.0300
61 C -0.811 -8.669 1.668  -0.0303
62 H 1.496 -7.866 0.790  0.0756
63 H 0.989 -6.495 -0.126  0.0502
64 H 0.887 -8.067 -0.862  0.0818
65 H -1.942 -6.421 1.860  0.1193
66 H -0.278 -5.932 1.990  0.1232
67 H -0.267 -4.912 -0.183  0.0974
68 H -1.587 -4.168 0.819  0.0975
69 H -2.098 -4.556 -1.523  0.1045
70 H -3.270 -5.082 -0.563  0.0968
71 H -4.125 -6.490 -2.519  0.0891
72 H -3.638 -8.088 -2.280  0.0767
73 H -4.129 -7.373 -0.842  0.0916
74 H -1.224 -7.633 -3.216  0.0867
75 H -1.787 -6.009 -3.417  0.0898
76 H -0.300 -6.478 -2.371  0.0654
77 H -0.066 -8.529 2.442  0.0854
78 H -0.857 -9.613 1.123  0.0805
79 H -1.797 -8.623 2.147  0.0808
80 H -2.550 -9.400 -0.768  0.1026
81 C 1.408 3.778 0.205  -0.0182
82 C 2.541 4.479 -0.572  -0.4836
83 C 2.243 4.447 -2.070  -0.1446
84 C 3.098 5.402 -2.942  -0.1393
85 C 2.742 6.785 -2.420  -0.1357
86 C 3.070 7.074 -0.931  -0.5059
87 N 2.507 5.907 -0.201  -0.0860
88 O 2.667 6.125 1.202  -0.1008
89 C 4.590 7.224 -0.778  -0.0494
90 C 2.453 8.353 -0.395  -0.0344
91 C 3.897 3.874 -0.230  -0.0202
92 H 1.201 2.778 -0.179  0.0528
93 H 0.498 4.371 0.067  0.0920
94 H 1.531 3.787 1.287  0.0641
95 H 2.411 3.443 -2.480  0.0993
96 H 1.182 4.603 -2.287  0.1192
97 H 2.846 5.265 -3.990  0.0904
98 H 4.134 5.106 -2.766  0.1117
99 H 1.683 7.045 -2.487  0.1231
100 H 3.239 7.548 -3.031  0.1164
101 H 4.972 7.893 -1.562  0.0884
102 H 5.054 7.568 0.144  0.0836
103 H 5.141 6.354 -1.162  0.0661
104 H 2.528 9.157 -1.130  0.0891
105 H 1.373 8.211 -0.286  0.0904
106 H 2.846 8.632 0.576  0.0795
107 H 3.820 3.419 0.761  0.0763
108 H 4.698 4.608 -0.250  0.0688
109 H 4.125 3.010 -0.862  0.0814
110 H 3.631 6.060 1.325  0.0985
111 C -0.894 -0.917 1.468  -0.0403
112 C 0.644 -0.830 1.469  -0.4852
113 C 1.222 -2.237 1.603  -0.1287
114 C 2.704 -2.303 1.202  -0.1552
115 C 2.973 -1.681 -0.196  -0.1359
116 C 2.410 -0.264 -0.295  -0.4983
117 N 1.052 -0.217 0.194  -0.0758
118 O 0.378 1.001 -0.061  -0.0267
119 C 3.382 0.673 0.502  -0.0166
120 C 2.559 0.179 -1.753  -0.0297
121 C 1.026 -0.043 2.763  -0.0086
122 H -1.127 -1.465 2.381  0.0922
123 H -1.265 -1.371 0.551  0.0680
124 H -1.259 0.107 1.550  0.0633
125 H 1.113 -2.690 2.586  0.1224
126 H 0.711 -2.844 0.846  0.1052
127 H 3.019 -3.345 1.143  0.0789
128 H 3.319 -1.754 1.920  0.1049
129 H 2.414 -2.341 -0.866  0.0853
130 H 4.029 -1.688 -0.455  0.1230
131 H 4.355 0.653 0.010  0.0878
132 H 2.998 1.692 0.394  0.0387
133 H 3.480 0.474 1.566  0.0666
134 H 1.970 -0.451 -2.421  0.0746
135 H 2.254 1.222 -1.869  0.0592
136 H 3.623 0.156 -1.979  0.0962
137 H 2.089 0.123 2.953  0.0670
138 H 0.706 -0.718 3.557  0.0856
139 H 0.606 0.961 2.711  0.0659
140 H -0.398 0.687 -0.546  0.1112
141 C -5.892 5.485 3.312  -0.0313
142 C -5.236 4.134 3.723  -0.4692
143 C -6.315 3.009 3.566  -0.1178
144 C -6.290 2.121 2.324  -0.1849
145 C -4.907 1.870 1.778  -0.1678
146 C -4.043 3.120 1.612  -0.4994
147 N -4.047 3.871 2.868  -0.1296
148 O -3.034 4.827 2.930  -0.0159
149 C -2.604 2.650 1.305  -0.0228
150 C -4.657 3.918 0.419  -0.0141
151 C -4.752 4.190 5.157  -0.0339
152 H -6.039 5.740 2.265  0.0697
153 H -5.233 6.261 3.715  0.0707
154 H -6.843 5.553 3.841  0.0826
155 H -6.298 2.392 4.468  0.1051
156 H -7.350 3.365 3.603  0.1144
157 H -6.977 2.389 1.518  0.1112
158 H -6.682 1.182 2.730  0.1087
159 H -4.953 1.317 0.841  0.1084
160 H -4.359 1.305 2.545  0.1196
161 H -2.586 2.131 0.346  0.0856
162 H -2.027 3.564 1.143  0.0685
163 H -2.121 2.130 2.127  0.0773
164 H -4.768 3.257 -0.444  0.0847
165 H -5.615 4.366 0.662  0.0653
166 H -3.927 4.647 0.051  0.0802
167 H -5.467 3.767 5.868  0.0793
168 H -4.458 5.200 5.434  0.0798
169 H -3.924 3.491 5.288  0.0916
170 H -3.332 5.595 2.409  0.1056